Record 1
{"formula": "C25H29N13SeTi", "method": "ωB97M-V/def2-TZVPD", "species": ["Ti", "N", "C", "C", "N", "H", "H", "H", "H", "H", "H", "H", "H", "N", "C", "N", "N", "N", "N", "C", "N", "N", "N", "N", "H", "C", "C", "C", "C", "C", "C", "N", "N", "C", "C", "C", "C", "C", "C", "H", "H", "H", "H", "H", "H", "H", "H", "H", "C", "C", "C", "C", "C", "C", "Se", "C", "C", "C", "H", "H", "H", "H", "H", "H", "H", "H", "H", "H", "H"], "positions_angstrom": [[-0.157109, 1.153371, -0.373530], [0.385378, 0.530227, 1.981581], [0.844618, 1.106207, 3.253385], [2.149395, 1.867796, 3.093744], [1.917188, 3.183062, 2.508433], [-0.456608, -0.028287, 2.106546], [1.084535, -0.128468, 1.636653], [0.984867, 0.316218, 4.002062], [0.079620, 1.789976, 3.630463], [2.842236, 1.241612, 2.511649], [2.592573, 2.006959, 4.085548], [1.298545, 3.101493, 1.708607], [2.780519, 3.573452, 2.149812], [2.512102, 3.126715, -1.306863], [2.845554, 1.850910, -0.911477], [4.080592, 1.380345, -0.894196], [3.943546, 0.128059, -0.399519], [2.714746, -0.124875, -0.136458], [1.960670, 0.962063, -0.465467], [1.383595, 3.775524, -0.840944], [1.240936, 5.083672, -0.896480], [0.023280, 5.299944, -0.342364], [-0.526819, 4.198965, -0.000517], [0.322891, 3.168269, -0.296183], [3.275886, 3.721019, -1.577158], [-4.743146, 1.810084, 2.705929], [-3.408380, 2.178339, 2.833157], [-2.552325, 2.102678, 1.747502], [-3.007269, 1.637859, 0.511362], [-4.354698, 1.294718, 0.376736], [-5.204846, 1.378382, 1.467555], [-2.095854, 1.505077, -0.544416], [-2.685350, 1.483877, -1.772581], [-1.756371, 1.297757, -2.717818], [-2.166450, 1.317759, -4.085750], [-1.250830, 1.155711, -5.084376], [0.119838, 0.963741, -4.788256], [0.525593, 0.940524, -3.473511], [-0.373456, 1.105791, -2.401296], [-5.413179, 1.867834, 3.555811], [-3.033204, 2.548569, 3.780657], [-1.530814, 2.455359, 1.837134], [-4.694058, 0.951734, -0.589412], [-6.245626, 1.095451, 1.349968], [-3.218954, 1.462930, -4.303453], [-1.578358, 1.177215, -6.120165], [0.840666, 0.836769, -5.588675], [1.581008, 0.782959, -3.261085], [2.343510, -6.550505, -0.039355], [1.536812, -5.278558, -0.013856], [1.561725, -4.385484, -1.076304], [0.812088, -3.213455, -1.077291], [0.914107, -2.282875, -2.247837], [-0.018462, -2.915197, 0.020989], [-1.173821, -1.377877, -0.042016], [-0.027878, -3.797628, 1.112087], [-0.836457, -3.526196, 2.356382], [0.740968, -4.957825, 1.075004], [2.912015, -6.631348, -0.966923], [1.702735, -7.433566, 0.037028], [3.053218, -6.592113, 0.790983], [2.191022, -4.600196, -1.935193], [1.637193, -2.655194, -2.975820], [1.223575, -1.290794, -1.920346], [-0.054464, -2.144120, -2.734262], [-1.607992, -2.783537, 2.168558], [-0.193427, -3.144157, 3.155919], [-1.304707, -4.444532, 2.719809], [0.711601, -5.630181, 1.930096]], "forces_ev_per_angstrom": [[-1.1, -1.0, -0.3], [0.0, 0.1, 0.0], [0.0, 0.0, 0.0], [0.0, 0.0, 0.0], [0.0, 0.0, 0.0], [0.0, 0.0, 0.1], [0.0, 0.0, 0.0], [0.0, 0.0, 0.0], [0.0, 0.0, 0.0], [0.0, 0.0, 0.0], [0.0, 0.0, 0.0], [0.0, 0.0, 0.0], [0.0, 0.0, 0.0], [-0.1, 0.0, -0.1], [0.0, 0.1, 0.1], [0.0, 0.0, 0.0], [0.1, 0.1, 0.0], [-0.1, 0.0, 0.0], [0.6, -0.2, -0.1], [0.1, -0.1, 0.0], [0.0, 0.0, 0.1], [0.1, 0.1, -0.1], [0.0, -0.2, 0.1], [0.4, 1.0, 0.1], [0.0, 0.0, 0.0], [0.0, 0.0, 0.0], [0.0, 0.0, 0.0], [0.0, 0.1, 0.1], [0.2, 0.0, -0.1], [-0.1, -0.1, 0.0], [0.0, 0.0, 0.0], [0.0, -0.1, -0.1], [0.0, 0.0, 0.2], [0.0, 0.0, -0.2], [0.0, -0.1, 0.1], [0.1, 0.0, -0.1], [-0.1, 0.0, -0.1], [0.0, 0.0, 0.1], [-0.1, 0.1, 0.3], [0.0, 0.0, 0.0], [0.0, 0.0, 0.0], [0.0, 0.0, 0.0], [0.0, 0.0, 0.0], [0.0, 0.0, 0.0], [0.0, 0.0, 0.0], [0.0, 0.0, 0.0], [0.0, 0.0, 0.0], [0.0, 0.0, 0.0], [0.0, 0.0, 0.0], [0.0, 0.0, 0.0], [0.0, 0.0, 0.0], [0.0, 0.0, 0.0], [-0.1, 0.0, 0.0], [0.2, 0.1, 0.0], [0.1, 0.1, -0.2], [-0.1, 0.0, 0.0], [0.0, 0.0, 0.0], [0.0, 0.0, 0.0], [0.0, 0.0, 0.0], [0.0, 0.0, 0.0], [0.0, 0.0, 0.0], [0.0, 0.0, 0.0], [0.0, 0.0, 0.0], [0.0, 0.0, 0.0], [0.0, 0.0, 0.0], [0.0, 0.0, 0.0], [0.0, 0.0, 0.0], [0.0, 0.0, 0.0], [0.0, 0.0, 0.0]], "nbo_charge": [1.53, -0.89, -0.22, -0.22, -0.84, 0.42, 0.41, 0.17, 0.19, 0.18, 0.17, 0.38, 0.35, -0.59, 0.46, -0.41, -0.11, -0.12, -0.54, 0.46, -0.41, -0.10, -0.09, -0.54, 0.41, -0.28, -0.20, -0.25, 0.26, -0.26, -0.21, -0.54, -0.40, 0.13, -0.23, -0.23, -0.31, -0.17, -0.56, 0.19, 0.19, 0.22, 0.24, 0.19, 0.20, 0.18, 0.18, 0.19, -0.62, -0.04, -0.25, 0.09, -0.65, -0.19, -0.28, -0.03, -0.64, -0.25, 0.20, 0.20, 0.20, 0.19, 0.19, 0.24, 0.23, 0.25, 0.20, 0.19, 0.18], "homo_lumo_gap_ev": [4.907, 4.925], "charge": -2, "e_homo_ha": [-0.0167, -0.0174]}

Record 2
{"formula": "C23H25N5O3", "method": "ωB97M-V/def2-TZVPD", "species": ["C", "H", "H", "H", "C", "C", "N", "C", "C", "C", "C", "C", "C", "N", "C", "C", "H", "H", "C", "H", "H", "H", "H", "C", "O", "N", "C", "H", "H", "C", "N", "C", "C", "C", "C", "C", "C", "H", "H", "N", "O", "O", "H", "H", "C", "H", "H", "C", "H", "H", "H", "H", "H", "H", "H", "H"], "positions_angstrom": [[4.236843, 2.752431, -0.024203], [4.351475, 1.708318, -0.305318], [5.194453, 3.255452, -0.132907], [3.523297, 3.210303, -0.705145], [3.732648, 2.878062, 1.417254], [2.487462, 2.062894, 1.573457], [1.354717, 2.683145, 1.379315], [0.214838, 1.958685, 1.357321], [-1.034178, 2.587496, 1.195549], [-2.165226, 1.832774, 1.038834], [-2.090802, 0.424956, 1.030925], [-0.894270, -0.206542, 1.282790], [0.274757, 0.546701, 1.462244], [1.441489, -0.068013, 1.752321], [2.523797, 0.654393, 1.854018], [3.786730, -0.027628, 2.279565], [4.472667, -0.044037, 1.428261], [4.254494, 0.571335, 3.066625], [3.556994, -1.447911, 2.780891], [2.807524, -1.454862, 3.568228], [3.211574, -2.088641, 1.975846], [4.485949, -1.856352, 3.171442], [-0.839273, -1.282506, 1.337760], [-3.236133, -0.486028, 0.753028], [-3.463110, -1.448819, 1.461046], [-3.987351, -0.258617, -0.371538], [-3.691359, 0.696694, -1.417476], [-4.566392, 1.336223, -1.582930], [-2.851742, 1.321257, -1.116223], [-3.346159, -0.086828, -2.705458], [-2.728637, -1.339599, -2.330842], [-1.414427, -1.368437, -1.942089], [-0.595600, -0.223597, -2.017135], [0.726019, -0.261733, -1.650730], [1.291450, -1.448542, -1.194001], [0.512604, -2.603502, -1.139627], [-0.806473, -2.565756, -1.516512], [-1.371631, -3.483192, -1.493079], [0.965683, -3.523124, -0.802766], [2.650718, -1.479674, -0.794788], [3.107031, -2.529701, -0.381653], [3.301783, -0.450861, -0.890963], [1.336376, 0.627253, -1.697907], [-0.989180, 0.721208, -2.350644], [-3.727972, -2.228486, -1.758406], [-3.246908, -2.972603, -1.128557], [-4.267038, -2.737997, -2.564332], [-4.710624, -1.404857, -0.884958], [-5.571497, -1.052635, -1.456288], [-5.057091, -2.002314, -0.042257], [-2.698080, 0.489095, -3.363657], [-4.252413, -0.328071, -3.266716], [-3.128687, 2.312657, 0.939213], [-1.068993, 3.666014, 1.186559], [3.492894, 3.921281, 1.627423], [4.504985, 2.542836, 2.109192]], "forces_ev_per_angstrom": [[0.0, 0.0, 0.2], [0.1, -0.1, -0.1], [0.1, 0.0, -0.1], [-0.1, 0.0, -0.1], [0.1, 0.0, -0.1], [-0.3, 0.3, 0.1], [0.3, 0.3, 0.0], [-0.1, -0.8, 0.0], [-0.2, 0.0, -0.1], [0.1, 0.1, 0.1], [0.4, -0.2, 0.3], [-0.3, 0.2, 0.0], [-0.3, 0.8, 0.0], [0.4, -0.2, 0.1], [-0.4, -0.2, -0.1], [0.1, -0.2, 0.1], [0.1, 0.1, 0.0], [0.0, 0.0, -0.1], [0.1, 0.1, -0.1], [0.0, -0.1, 0.1], [0.0, -0.1, 0.0], [0.1, 0.0, 0.0], [0.0, -0.1, 0.0], [-0.1, 0.1, 0.0], [0.1, -0.2, 0.1], [-0.2, 0.0, 0.0], [0.1, 0.2, -0.2], [0.1, 0.0, 0.0], [-0.1, -0.1, -0.1], [0.1, 0.1, 0.1], [-0.2, 0.0, -0.3], [0.4, -0.1, -0.1], [-0.2, 0.0, -0.1], [0.4, -0.3, 0.1], [-1.4, 0.1, -0.4], [0.4, 0.2, 0.1], [-0.2, 0.0, 0.0], [0.0, -0.1, 0.0], [0.0, -0.1, 0.0], [0.8, -0.1, 0.2], [0.1, -0.1, 0.0], [0.1, 0.1, 0.0], [0.0, 0.1, 0.0], [-0.1, 0.1, 0.0], [-0.2, -0.2, 0.1], [0.0, 0.0, -0.1], [0.0, -0.1, 0.1], [-0.1, -0.2, 0.2], [0.0, 0.0, 0.0], [0.0, 0.1, -0.2], [-0.1, 0.0, 0.0], [0.1, 0.1, 0.0], [-0.1, 0.1, -0.1], [0.0, 0.1, 0.0], [0.0, -0.1, 0.1], [0.0, 0.0, 0.0]], "nbo_charge": [-0.60, 0.22, 0.21, 0.21, -0.44, 0.23, -0.40, 0.10, -0.19, -0.21, -0.15, -0.16, 0.17, -0.42, 0.22, -0.44, 0.24, 0.21, -0.60, 0.21, 0.23, 0.21, 0.24, 0.67, -0.61, -0.44, -0.24, 0.20, 0.23, -0.24, -0.41, 0.22, -0.25, -0.15, -0.04, -0.14, -0.27, 0.22, 0.25, 0.54, -0.39, -0.42, 0.25, 0.21, -0.22, 0.22, 0.20, -0.25, 0.19, 0.26, 0.22, 0.21, 0.22, 0.23, 0.23, 0.21], "homo_lumo_gap_ev": 8.024, "smiles": "CCc1nc2ccc(C(=O)N3CCN(c4ccc([N+](=O)[O-])cc4)CC3)cc2nc1CC", "charge": 0, "e_homo_ha": -0.3073}

Here are the calculated energy relative to the best compared isomer or geometry (same formula, charge and spin) numbers, same order: 120.1 335.8 (kJ/mol).